[1]
One molecule with the formula C2H5N3O, computed with ωB97M-V with the def2-TZVPD basis set.

Last column: natural (NBO) charge in e.
CARTESIAN COORDINATES (ANGSTROEM)
C: -1.21508 -0.64151 -0.40377  0.269
C: 0.70730 0.40937 0.61626  0.240
H: 1.55701 0.19451 -1.67517  0.524
H: -1.39212 -1.35482 -1.26735  0.207
H: -3.04820 -0.24824 0.67870  0.378
H: 0.03639 0.73605 1.55566  0.223
H: 2.36541 1.19636 1.25749  0.355
N: 0.22987 -0.47104 -0.23751  -0.165
N: -1.90937 -0.11452 0.59116  -0.696
N: 1.90367 0.73699 0.38257  -0.741
O: 0.76512 -0.44315 -1.49803  -0.591

Values from the calculation:
HOMO energy = -8.87 eV
Spin multiplicity = 1
Kohn-Sham gap = 0.35959 Ha
Relative energy (zero: lowest compared OMol25 entry of this formula, charge and spin) = 454.1 kJ/mol
LUMO level = 0.9 eV
Charge = 0

---

[2]
A 8-piece molecular cluster, C36H72IO10P overall, computed with ωB97M-V with the def2-TZVPD basis set.

Last column: Mulliken charge in e.
CARTESIAN COORDINATES (ANGSTROEM)
C: -1.59261 -2.34997 -1.81822  -0.480
C: -2.79808 -1.69052 -2.64923  -0.158
C: -2.37627 -0.36807 -3.48103  -0.376
C: -1.17330 -0.60200 -4.51375  -0.685
C: -0.47710 0.74015 -5.04489  -0.124
C: 0.26120 1.58690 -3.87564  0.466
C: 0.78726 2.90711 -4.13559  -0.678
C: 1.48308 3.79248 -2.98009  0.051
O: 2.45811 4.54961 -3.19729  -0.559
C: 0.84400 3.57927 -1.51063  0.422
C: 0.72717 4.68740 -0.44454  -0.662
C: 0.02712 4.27486 0.90177  -0.240
C: -0.53613 2.86256 1.18742  0.070
P: -1.43216 2.34717 2.78506  0.213
O: -2.97940 3.14367 2.75129  -0.531
I: -0.12070 3.10249 4.74882  0.014
C: -0.39164 1.74422 0.10568  -0.598
C: 0.28735 2.13327 -1.22072  0.196
C: 0.44991 1.02098 -2.37756  0.531
O: 0.73783 -0.16372 -2.10098  -0.565
H: -1.28985 -1.57547 -1.01963  -0.087
H: -1.91835 -3.31722 -1.28510  0.326
H: -0.66445 -2.59422 -2.44360  0.141
H: -3.34982 -2.43959 -3.31359  -0.065
H: -3.57544 -1.34313 -1.86370  0.306
H: -2.22651 0.55266 -2.79520  0.185
H: -3.30321 -0.10878 -4.12568  0.322
H: -0.33496 -1.27523 -4.10841  0.120
H: -1.58470 -1.16308 -5.43886  0.451
H: 0.19669 0.55358 -5.94776  0.515
H: -1.32766 1.42780 -5.42685  -0.175
H: 0.74500 3.40861 -5.16306  0.359
H: 1.13339 5.72629 -0.65475  0.376
H: -0.10179 5.07532 1.69793  0.315
H: -3.11761 3.46890 1.82325  0.338
H: -0.78201 0.69694 0.32342  0.283
C: -2.93138 4.26423 -7.41197  -1.309
C: -2.69294 2.83368 -7.86960  0.643
C: -2.99947 2.66754 -9.34966  -1.459
O: -3.51743 1.94978 -7.11213  -0.529
H: -3.97847 4.55031 -7.55457  0.357
H: -2.71810 4.36630 -6.34430  0.320
H: -2.30001 4.96574 -7.96341  0.384
H: -1.65330 2.55434 -7.67608  0.213
H: -4.04898 2.89854 -9.55919  0.349
H: -2.83483 1.63283 -9.66188  0.355
H: -2.37014 3.32118 -9.95912  0.367
H: -4.43955 2.18815 -7.27613  0.345
C: 2.16249 2.28527 9.60482  -1.287
C: 0.87933 3.08568 9.44538  0.366
C: -0.28136 2.19433 9.03238  -1.183
O: 1.07210 4.09991 8.46092  -0.340
H: 2.44593 1.80991 8.66012  0.325
H: 2.99029 2.93997 9.89045  0.314
H: 2.05168 1.50901 10.36635  0.397
H: 0.64013 3.58793 10.38681  0.270
H: -0.08221 1.71576 8.06787  0.256
H: -1.19378 2.78417 8.91032  0.301
H: -0.46534 1.41531 9.77679  0.388
H: 1.28459 3.66539 7.62295  0.166
C: 1.16528 -3.33542 2.22005  -1.291
C: -0.11480 -4.10704 1.93965  0.300
C: 0.04653 -5.58312 2.26635  -1.009
O: -0.46501 -3.95973 0.56434  -0.368
H: 1.98965 -3.70991 1.60442  0.350
H: 1.03893 -2.27832 1.97037  0.284
H: 1.45158 -3.41464 3.27214  0.364
H: -0.93389 -3.68747 2.53031  0.252
H: 0.83274 -6.03554 1.65211  0.353
H: -0.87669 -6.12753 2.04928  0.319
H: 0.29882 -5.72906 3.31870  0.163
H: 0.25345 -4.32787 0.03277  0.274
C: -2.64306 -5.36796 -6.00571  -1.266
C: -3.22822 -5.39872 -4.60244  0.603
C: -4.00380 -6.68286 -4.35406  -1.402
O: -4.09435 -4.27963 -4.42529  -0.537
H: -3.43528 -5.41281 -6.76016  0.326
H: -2.09835 -4.43493 -6.17394  0.262
H: -1.95988 -6.20585 -6.16719  0.381
H: -2.42419 -5.30690 -3.86690  0.227
H: -4.84304 -6.77316 -5.05150  0.348
H: -4.42804 -6.68615 -3.34647  0.343
H: -3.36140 -7.56015 -4.46604  0.374
H: -4.80979 -4.35068 -5.07138  0.315
C: 1.90732 -8.17796 5.40337  -1.250
C: 1.36386 -6.90366 6.03064  0.481
C: 1.19143 -7.05644 7.53371  -1.344
O: 0.10624 -6.58286 5.43888  -0.534
H: 1.21970 -9.01506 5.56181  0.332
H: 2.01537 -8.05760 4.32198  0.297
H: 2.88073 -8.44167 5.82493  0.374
H: 2.04298 -6.07241 5.82132  0.264
H: 0.47913 -7.85490 7.76569  0.349
H: 0.78965 -6.13771 7.96928  0.330
H: 2.14340 -7.28653 8.01909  0.371
H: -0.50238 -7.31205 5.61815  0.324
C: 0.90297 7.05321 7.28505  -0.916
C: 2.11871 7.58112 6.54013  0.370
C: 3.09223 8.26687 7.48586  -1.248
O: 1.69797 8.50764 5.53957  -0.565
H: 0.35598 7.86975 7.76852  0.360
H: 0.20635 6.57309 6.59211  0.258
H: 1.19247 6.32780 8.04763  0.158
H: 2.62276 6.75649 6.02822  0.258
H: 2.62110 9.12511 7.97607  0.325
H: 3.95555 8.65133 6.93582  0.328
H: 3.44694 7.57684 8.25586  0.336
H: 1.25101 9.24089 5.98256  0.350
C: 4.91939 1.23082 -5.45156  -1.460
C: 3.64594 0.45142 -5.73940  1.357
C: 3.81937 -1.02631 -5.42556  -1.332
O: 3.29451 0.60599 -7.11386  -0.557
H: 5.74713 0.86837 -6.07007  0.384
H: 4.78442 2.28878 -5.69210  0.355
H: 5.20585 1.14502 -4.40024  0.356
H: 2.82192 0.85778 -5.14629  -0.499
H: 4.60920 -1.46649 -6.04326  0.387
H: 2.90069 -1.57628 -5.64756  0.311
H: 4.07308 -1.17946 -4.37349  0.346
H: 4.01619 0.24806 -7.64768  0.350

Values from the calculation:
HOMO energy = -8.71 eV
Spin multiplicity = 1
Kohn-Sham gap = 0.27360 Ha
LUMO level = -1.3 eV
Charge = 0

---

[3]
A 2-piece molecular cluster, C13H16ClF8N2O overall, computed with ωB97M-V with the def2-TZVPD basis set.

Last column: natural (NBO) charge in e.
CARTESIAN COORDINATES (ANGSTROEM)
C: -0.61413 3.98364 -0.34471  -0.641
C: -0.97636 2.59168 -1.13589  -0.227
C: -1.42885 1.34378 -0.17428  -0.649
C: 0.20656 2.03887 -2.13415  -0.460
C: 1.72172 2.64386 -1.75015  0.217
C: 2.26160 2.17175 -0.28314  -0.102
C: 3.76998 2.84818 0.00110  -0.186
C: 4.23704 3.73564 -1.28462  0.227
Cl: 5.92505 4.56891 -1.09843  0.063
N: 3.55321 3.99348 -2.57947  -0.304
N: 2.31726 3.47852 -2.80834  -0.149
H: -1.59533 4.46052 0.11048  0.254
H: 0.00289 4.75772 -1.01234  0.223
H: 0.04613 3.66665 0.59769  0.197
H: -1.91847 2.84202 -1.82517  0.233
H: -1.61415 1.68350 0.93007  0.229
H: -0.64681 0.47701 -0.26045  0.213
H: -2.44545 0.91071 -0.62483  0.244
H: -0.10935 2.38071 -3.23344  0.262
H: 0.30727 0.87295 -2.18176  0.253
H: 1.70121 1.50399 0.50061  0.306
H: 4.36497 2.68086 1.00378  0.315
H: 4.01184 4.57918 -3.34103  0.478
C: -1.78578 -4.89206 1.75008  -0.148
C: -0.68853 -4.26734 2.62441  0.594
C: -1.00358 -2.87139 3.15326  0.515
F: -1.19745 -1.97366 2.16162  -0.328
F: 0.03120 -2.39732 3.89869  -0.325
F: 0.48927 -4.28669 1.94439  -0.314
F: -0.50767 -5.09747 3.69916  -0.320
O: -1.61013 -4.77642 0.33453  -0.500
C: -2.04903 -3.54511 -0.23693  0.845
C: -0.89943 -2.71335 -0.82076  0.499
F: 0.03992 -2.42299 0.11493  -0.321
F: -1.35173 -1.52369 -1.29874  -0.331
F: -2.78206 -2.86632 0.67906  -0.318
F: -2.91745 -3.88715 -1.22762  -0.313
H: -1.75247 -5.97257 1.93675  0.239
H: -2.79366 -4.59330 2.06263  0.215
H: -1.89227 -2.88036 3.79187  0.151
H: -0.40695 -3.24696 -1.63886  0.164

Values from the calculation:
HOMO energy = -13.65 eV
Spin multiplicity = 1
Kohn-Sham gap = 0.28923 Ha
LUMO level = -5.8 eV
Charge = +1

---

[4]
C3H4IN as an isolated structure, computed with ωB97M-V with the def2-TZVPD basis set.

Last column: natural (NBO) charge in e.
CARTESIAN COORDINATES (ANGSTROEM)
C: -1.07612 0.40133 -0.30599  -0.120
C: 0.06834 1.03782 0.12054  -0.017
C: -0.41622 -0.91884 -0.01072  -0.287
N: 0.60514 -0.07392 0.62507  -0.202
I: 3.41688 -0.11642 -0.07076  -0.267
H: -2.10968 0.69279 -0.33902  0.221
H: 0.46156 2.03427 0.17356  0.230
H: -0.91877 -1.60154 0.67841  0.209
H: -0.03113 -1.45548 -0.87109  0.233

Values from the calculation:
HOMO energy (spin up / spin down) = -8.42 / -8.42 eV
Spin multiplicity = 1
Kohn-Sham gap (spin up / spin down) = 0.21773 / 0.21719 Ha
Relative energy (zero: lowest compared OMol25 entry of this formula, charge and spin) = 294.4 kJ/mol
LUMO level (spin up / spin down) = -2.5 / -2.5 eV
Charge = 0

---

[5]
A 2-piece molecular cluster, C5H5FS overall, computed with ωB97M-V with the def2-TZVPD basis set.

Last column: natural (NBO) charge in e.
CARTESIAN COORDINATES (ANGSTROEM)
C: 1.65546 0.13577 0.42321  -0.592
C: 0.10184 -0.15896 0.37935  0.496
C: -0.72026 0.46412 -0.48563  -0.414
C: -2.11116 0.36816 -0.47715  -0.060
C: -3.35983 0.53254 -0.72276  -0.251
H: 2.91067 -2.23384 1.04854  0.155
H: 2.11099 0.96538 -0.06437  0.243
H: 1.95513 0.34471 1.45339  0.243
H: -0.36967 1.52739 -0.54345  0.248
H: -4.35566 0.71699 -1.54155  0.295
F: -0.20105 -1.33645 1.05147  -0.328
S: 2.38354 -1.32582 -0.52103  -0.036

Values from the calculation:
HOMO energy = -8.90 eV
Spin multiplicity = 1
Kohn-Sham gap = 0.30175 Ha
Relative energy (zero: lowest compared OMol25 entry of this formula, charge and spin) = 534.1 kJ/mol
LUMO level = -0.7 eV
Charge = 0

---

How do the records compare in molecular weight? In the order shown, they have 87.1; 822.8; 403.7; 181.0; 116.2 g mol⁻¹.
How do the records compare in strongest force on any atom? In the order shown, they have 0.093; 0.089; 0.130; 0.049; 0.156 hartree/bohr.